(1)
# C3H4OS

C3H4OS in the gas phase (ωB97M-V/def2-TZVPD, the OMol25 dataset).

```
9
Properties=species:S:1:pos:R:3:lowdin_charge:R:1
S -0.5774 1.1442 0.4638 0.878
O 1.1258 1.9409 2.3108 -0.017
C 1.0499 1.1999 1.3817 -0.539
C -0.9001 -0.9418 -1.4241 -0.085
C -0.3629 -0.3654 -0.3731 -0.629
H 1.8451 0.4182 0.8127 0.142
H -0.6526 -1.9618 -1.6921 0.054
H 0.2524 -1.0486 0.4275 0.109
H -1.7803 -0.3856 -1.9072 0.088
```

Its SMILES is C=CSC=O. As for the energy above the lowest of the compared OMol25 structures with the same formula, charge and spin: 1.689 eV. As for the total energy: -16056.4212 eV. The HOMO energy comes out at -9.237 eV.

---

(2)
# CH4O4Si

2 unconnected molecules or ions with the total composition CH4O4Si (ωB97M-V/def2-TZVPD, the OMol25 dataset).

```
10
Properties=species:S:1:pos:R:3:lowdin_charge:R:1
Si 1.3325 0.8973 0.4578 0.570
O -0.7011 0.3175 -1.3098 -0.052
O 0.3273 1.2446 -0.7737 -0.389
O -2.4149 -1.4704 -0.3131 0.212
O -1.0850 -2.1739 1.4103 0.207
C -1.7147 -1.7797 0.5349 -0.451
H 2.2455 2.0731 -0.1110 0.002
H 0.7878 0.7803 1.8126 -0.076
H -0.7267 0.4932 -2.2261 0.069
H 1.9493 -0.3821 0.5182 -0.093
```

Its SMILES is OO[SiH3].O=C=O. As for the energy above the lowest of the compared OMol25 structures with the same formula, charge and spin: 5.891 eV. As for the total energy: -17166.7873 eV. The HOMO energy comes out at -10.635 eV.

---

(3)
# CH2N2O4S2

A molecular structure, CH2N2O4S2 (ωB97M-V/def2-TZVPD, the OMol25 dataset).

```
11
Properties=species:S:1:pos:R:3:lowdin_charge:R:1
S -1.1424 1.3411 -0.1407 0.591
S -1.2402 -1.3966 0.3146 0.599
O -2.1391 1.2258 0.9929 -0.602
O -0.3428 -2.5731 0.5723 -0.625
O -0.4898 2.6518 -0.0165 -0.580
O -1.8152 -1.3503 -1.0911 -0.607
N 1.1505 -0.0680 -0.6227 -0.188
N 2.4391 0.0657 -0.4827 -0.035
C 0.1621 -0.0938 0.2286 -0.667
H 2.9155 0.2221 -1.3598 -0.035
H 0.5022 -0.0247 1.6051 0.150
```

As for the charge: -2. As for the energy above the lowest of the compared OMol25 structures with the same formula, charge and spin: 2.145 eV. As for the total energy: -33905.6268 eV. The HOMO energy (alpha / beta) comes out at 0.138 / 0.139 eV.

---

(4)
# C5H8NO4

A molecular structure, C5H8NO4 (ωB97M-V/def2-TZVPD, the OMol25 dataset).

```
18
Properties=species:S:1:pos:R:3:lowdin_charge:R:1
O 2.0773 1.5080 0.8522 0.043
O 3.1799 1.1968 -1.0895 0.081
O 0.7218 -2.1423 1.0600 0.008
O 2.9521 -1.4842 0.0846 -0.075
N 1.7753 -0.6911 -0.1695 -0.014
C -1.3840 -0.0775 -0.6987 -0.243
C 0.7319 -1.0801 0.5152 -0.597
C -2.6267 0.7999 -0.3070 -0.132
C -0.4038 -0.0343 0.4693 -0.150
C 2.4949 1.0256 -0.1490 -0.631
H -1.6773 -1.1333 -0.7909 0.104
H -0.9039 -0.0378 1.4379 0.112
H 2.5730 -2.1761 0.7159 0.085
H 0.2176 0.9220 0.3767 0.106
H -3.0593 1.1495 -1.2787 0.057
H -2.4846 1.7555 0.2492 0.068
H -3.4114 0.2607 0.2821 0.069
H -0.7728 0.2387 -1.5600 0.110
```

As for the charge: -1. As for the energy above the lowest of the compared OMol25 structures with the same formula, charge and spin: 0.877 eV. As for the total energy: -14994.9359 eV. The HOMO energy comes out at -4.116 eV.

---

(5)
# C5H30N2O10

10 unconnected molecules or ions with the total composition C5H30N2O10 (ωB97M-V/def2-TZVPD, the OMol25 dataset).

```
47
Properties=species:S:1:pos:R:3:lowdin_charge:R:1
O -1.5007 1.3108 -3.4130 -0.098
O -2.9731 -1.5457 0.4382 -0.088
O -0.0940 -1.0998 4.2621 -0.025
O 2.5127 -1.9651 -2.3993 -0.061
O -0.0758 -2.8799 -0.4953 -0.094
O 4.6452 -0.3772 -0.3570 -0.127
O 0.5427 -1.0185 -3.9285 0.010
O -2.9834 0.9552 1.7408 -0.026
O -1.4738 4.1479 -0.5568 -0.090
O -3.2699 0.0558 -1.6754 0.000
N 2.1970 1.6401 0.8561 0.099
N 0.3456 2.5657 2.9309 0.040
C -0.0079 1.5713 1.9696 -0.158
C 1.2698 -1.2149 0.4653 -0.173
C 0.4827 -2.5031 0.6977 -0.277
C 0.4308 0.0448 0.1148 -0.130
C 0.8546 1.1738 1.0002 -0.365
H 2.3107 1.8670 -0.0804 0.060
H 3.9900 0.2701 0.1633 0.065
H -2.9109 -0.8595 -0.3067 0.016
H -3.8716 0.9711 2.0344 0.036
H -1.6866 1.4810 -4.3429 0.045
H -0.5454 0.9200 -3.6277 0.096
H 0.2353 -1.7211 -4.3124 -0.059
H -0.3104 -2.1964 1.3980 0.124
H 1.2885 2.6324 3.2303 0.043
H 2.3536 2.3611 1.6328 0.116
H -0.5845 -0.2375 0.1503 0.074
H -0.1495 -0.7334 3.4453 -0.068
H 2.0557 -2.4941 -1.7053 0.059
H -1.0735 -2.7646 -0.7350 0.140
H -1.0306 1.2191 1.9089 0.072
H -2.0461 3.3526 -0.3112 0.057
H -0.1713 2.6518 3.8040 0.082
H 1.1500 -3.2446 0.9175 0.095
H -3.6382 0.8567 -1.4728 0.013
H 0.5700 0.3695 -0.9621 0.130
H 2.9711 -2.5723 -3.0214 0.096
H 1.9908 -1.0146 1.2916 0.126
H -2.8786 0.0464 1.5468 -0.023
H -3.4060 -2.1980 -0.0886 0.031
H -0.7202 3.7474 -0.0919 0.015
H 2.0499 -1.4456 -0.2745 0.062
H 0.4272 -0.4523 4.7980 0.066
H 1.2041 -1.3765 -3.3237 -0.013
H -2.5165 0.2897 -2.2242 0.018
H 4.0402 -0.5866 -1.0909 -0.008
```

Its SMILES is N/C=C(\N)CCCO.O.O.O.O.O.O.O.O.O. As for the energy above the lowest of the compared OMol25 structures with the same formula, charge and spin: 4.469 eV. As for the total energy: -29124.8042 eV. The HOMO energy comes out at -7.657 eV.

---

(6)
# C39H34ClN3RuSSi2

A molecular structure, C39H34ClN3RuSSi2 (ωB97M-V/def2-TZVPD, the OMol25 dataset).

```
81
Properties=species:S:1:pos:R:3:mulliken_spin:R:1
Ru 0.9103 0.3180 2.3234 2.126
Cl -0.8602 1.5775 1.0082 0.223
S 3.3845 4.3113 2.3110 0.011
Si -0.4507 -0.7627 -3.0827 0.267
Si -0.3394 0.2921 -0.8647 0.133
N -0.1838 1.3443 3.7716 0.116
N -0.1302 2.8814 5.3629 0.008
N 1.7524 2.3345 2.2429 0.017
C -1.2458 1.4946 7.1363 0.004
C 3.7503 -1.5998 -2.0611 0.063
C -4.2052 -1.2104 -4.6392 -0.016
C 1.5736 -1.9590 -1.0860 0.054
C -1.6697 -0.9596 -0.2759 -0.042
C 2.8206 0.0392 3.4743 0.119
C 1.8016 -1.6240 2.2026 0.179
C 1.1770 -1.5879 3.4979 0.039
C 2.4489 1.5887 -5.0547 0.000
C 1.4013 -0.5638 -0.8965 -0.008
C 1.3054 3.1548 3.2739 0.013
C -0.9219 1.8271 5.8363 0.003
C -1.5177 -0.3959 5.0232 0.008
C 0.2774 2.5772 4.0951 -0.001
C -4.5526 0.0295 -5.1852 0.041
C 0.8343 -0.6391 -5.4720 0.009
C -2.4688 0.9566 -4.3401 0.015
C 1.6937 -0.2002 -6.4812 0.008
C 2.8184 -0.5928 2.1777 -0.072
C 3.6723 -0.2529 -1.7192 -0.018
C -2.5756 -3.0610 0.5212 0.008
C 1.5364 1.1978 -4.0659 -0.022
C -2.1125 -0.2971 -3.8133 0.074
C -2.9807 -0.5405 -0.5396 0.023
C -1.5032 -2.1624 0.4276 0.146
C -1.8933 -0.7224 6.3347 0.001
C -3.6815 1.1099 -5.0240 -0.012
C 2.5262 0.2539 -1.1039 0.135
C 2.7274 -2.4620 -1.6841 -0.027
C -1.7434 0.2028 7.3764 -0.001
C -3.0091 -1.3639 -3.9372 0.046
C 2.8611 2.8042 1.6545 0.001
C -0.9871 0.8770 4.8033 -0.019
C -3.8262 -2.7324 0.0027 0.026
C 1.8577 -0.6160 4.2900 0.063
C -4.0322 -1.4445 -0.4886 -0.014
C 2.0674 4.2971 3.4417 0.007
C 0.7641 0.0371 -4.2444 0.057
C 2.5278 0.9020 -6.2676 -0.002
H -1.9983 -0.0781 8.3971 0.000
H -1.5985 -1.0917 4.1888 0.015
H 3.1251 2.4277 -4.8756 0.000
H -3.1601 0.5049 -0.7992 0.002
H -4.8749 -2.0637 -4.7572 -0.001
H 3.2411 1.1999 -7.0396 0.000
H -2.7746 -2.3315 -3.4871 0.002
H 2.4626 1.3112 -0.8191 0.001
H -1.8081 1.8175 -4.2266 0.002
H 1.6804 -0.4112 5.3407 0.004
H 1.4674 1.7849 -3.1481 0.008
H -0.3158 -2.2393 -3.0599 0.032
H -4.6289 -3.4632 -0.0200 0.001
H 1.5541 -2.3001 1.3940 0.040
H 1.7332 -0.7435 -7.4249 0.000
H -5.0054 -1.1342 -0.8452 0.000
H -1.0864 2.2355 7.9214 0.000
H -2.2750 -1.7198 6.5630 0.000
H 3.4516 -0.3440 1.3339 -0.002
H 4.4838 0.4277 -1.9728 0.000
H 2.7927 -3.5239 -1.8944 0.001
H 0.0990 3.7293 5.8656 0.000
H 1.8480 5.0354 4.1980 -0.001
H 0.3246 -2.1842 3.8132 0.010
H 3.4713 0.8423 3.8043 0.005
H -2.4123 -4.0298 0.9894 0.001
H -3.9595 2.0808 -5.4401 0.000
H -5.4930 0.1409 -5.7321 0.002
H -0.4088 1.6998 -1.2827 0.100
H 4.6108 -1.9615 -2.6191 0.001
H 0.7746 -2.6426 -0.7933 0.008
H 0.2223 -1.5328 -5.6290 0.004
H 3.4075 2.2823 0.8742 -0.001
H -0.5499 -2.3836 0.9199 -0.023
```

As for the charge: +2. The spin multiplicity is 5. As for the energy above the lowest of the compared OMol25 structures with the same formula, charge and spin: 0.067 eV. As for the total energy: -87143.4083 eV. The HOMO energy (alpha / beta) comes out at -12.558 / -13.052 eV.

---

Result set for F_max: 0.092; 0.066; 0.111; 0.092; 0.153; 0.056 hartree/bohr, one per record in the order listed.